1.
{
  "formula": "C17H18ClN3O3",
  "method": "ωB97M-V with the def2-TZVPD basis set",
  "e_homo_ev": -8.70,
  "e_above_lowest_kj_mol": 20.1,
  "smiles": "O=C(COc1ccccc1Cl)NCCCNC(=O)c1ccncc1",
  "charge": 0,
  "lumo_ev": 0.27,
  "orbital_gap_ev": 8.971,
  "elements": ["O", "C", "C", "O", "C", "C", "C", "C", "C", "C", "Cl", "N", "C", "C", "C", "N", "C", "O", "C", "C", "C", "N", "C", "C", "H", "H", "H", "H", "H", "H", "H", "H", "H", "H", "H", "H", "H", "H", "H", "H", "H", "H"],
  "positions_angstrom": [[-1.5116, -0.6300, -1.2731], [-2.4507, -1.0253, -0.6112], [-2.3848, -2.3344, 0.1803], [-1.0729, -2.8220, 0.2415], [-0.1055, -2.0147, 0.7706], [-0.3378, -0.9476, 1.6296], [0.7147, -0.1980, 2.1283], [2.0170, -0.5047, 1.7821], [2.2699, -1.5717, 0.9363], [1.2190, -2.3172, 0.4365], [1.5234, -3.6400, -0.6237], [-3.6122, -0.3507, -0.5186], [-3.7998, 0.9193, -1.1908], [-3.6796, 2.1268, -0.2492], [-2.4627, 2.0629, 0.6732], [-1.2127, 1.9508, -0.0390], [-0.0862, 2.5177, 0.4469], [-0.0934, 3.2963, 1.3846], [1.1850, 2.1513, -0.2540], [1.3516, 1.0286, -1.0607], [2.6102, 0.7848, -1.5910], [3.6619, 1.5556, -1.3782], [3.5026, 2.6225, -0.6129], [2.2956, 2.9620, -0.0273], [-2.9509, -3.1043, -0.3536], [-2.8242, -2.2059, 1.1802], [-1.3456, -0.6935, 1.9202], [0.5076, 0.6338, 2.7838], [2.8355, 0.0858, 2.1616], [3.2790, -1.8234, 0.6520], [-4.3542, -0.6900, 0.0722], [-3.0346, 0.9739, -1.9678], [-4.7824, 0.9255, -1.6694], [-3.6297, 3.0261, -0.8632], [-4.5702, 2.1935, 0.3790], [-2.4011, 2.9751, 1.2727], [-2.5771, 1.2166, 1.3656], [-1.1356, 1.2053, -0.7181], [0.5550, 0.3325, -1.2651], [2.7846, -0.0806, -2.2167], [4.3883, 3.2258, -0.4616], [2.1941, 3.8304, 0.6049]],
  "atomic_forces_ev_per_a": [[0.218, -0.107, -0.280], [-0.234, -0.244, 0.259], [0.127, -0.003, -0.033], [0.087, 0.069, 0.044], [0.311, 0.031, 0.082], [-0.174, -0.198, -0.080], [0.072, -0.043, 0.038], [0.031, -0.026, 0.096], [-0.132, -0.009, 0.064], [-0.271, 0.042, 0.067], [0.118, -0.178, -0.175], [-0.291, 0.010, 0.028], [-0.056, 0.352, -0.077], [0.277, -0.267, 0.034], [-0.199, 0.245, 0.133], [-0.133, -0.110, -0.228], [-0.191, 0.022, -0.097], [0.120, 0.093, 0.171], [0.554, -0.008, -0.126], [0.010, 0.320, 0.069], [-0.258, -0.130, -0.077], [0.462, -0.166, -0.225], [-0.096, 0.240, 0.198], [-0.213, -0.116, -0.016], [0.002, 0.141, 0.101], [0.016, 0.010, -0.132], [-0.136, 0.025, 0.010], [-0.027, 0.106, 0.058], [0.093, 0.074, 0.028], [0.092, -0.052, -0.058], [0.123, -0.107, 0.025], [-0.172, -0.016, 0.025], [0.120, -0.010, -0.046], [-0.055, 0.071, 0.002], [-0.039, 0.050, 0.006], [-0.065, -0.192, -0.026], [0.004, 0.118, 0.015], [0.082, 0.030, 0.039], [-0.112, -0.118, -0.001], [-0.085, -0.120, -0.036], [0.007, 0.114, 0.066], [0.015, 0.055, 0.055]],
  "mulliken_charge": [-0.691, 0.541, -0.811, -0.446, -0.062, 0.026, -0.805, -0.376, -0.613, 0.608, -0.226, -0.083, -0.816, -0.554, -0.632, 0.158, 0.216, -0.730, 0.897, -0.090, -0.653, -0.637, -0.433, -0.610, 0.409, 0.395, 0.435, 0.395, 0.447, 0.452, 0.243, 0.354, 0.394, 0.314, 0.387, 0.450, 0.126, 0.162, 0.576, 0.440, 0.384, 0.457]
}

---

2.
{
  "formula": "C35H42N3O2P2Si2Y",
  "method": "ωB97M-V with the def2-TZVPD basis set",
  "e_homo_ev": -7.53,
  "e_above_lowest_kj_mol": 0.0,
  "charge": 0,
  "lumo_ev": 0.53,
  "orbital_gap_ev": 8.053,
  "elements": ["Y", "C", "Si", "C", "C", "N", "P", "C", "P", "N", "Si", "C", "C", "C", "C", "C", "C", "C", "C", "C", "C", "C", "C", "C", "C", "C", "C", "C", "C", "C", "C", "C", "C", "C", "C", "C", "C", "C", "H", "H", "H", "H", "H", "H", "H", "H", "H", "H", "H", "H", "H", "H", "H", "H", "H", "H", "H", "H", "H", "H", "H", "H", "H", "H", "H", "H", "H", "H", "H", "H", "H", "H", "H", "H", "H", "H", "O", "C", "C", "C", "C", "O", "N", "H", "H", "H", "H"],
  "positions_angstrom": [[0.6800, -1.5592, 0.1626], [3.9040, -0.4566, 2.4736], [3.6664, 0.3388, 0.7482], [4.3946, 2.0952, 0.7573], [4.5544, -0.6462, -0.6182], [1.9660, 0.1868, 0.4121], [0.7415, 1.1749, 0.8500], [-0.6183, 0.1778, 1.3090], [-1.6661, -0.0300, -0.0618], [-0.9555, -0.9299, -1.2255], [-1.7662, -1.8124, -2.4848], [-0.7161, -1.5325, -4.0518], [-1.6881, -3.6559, -1.9847], [-3.5870, -1.3549, -2.7774], [-2.3988, 1.4551, -0.7968], [-2.2409, 1.7587, -2.1414], [-2.7881, 2.9223, -2.6539], [-3.4907, 3.7837, -1.8270], [-3.6106, 3.5029, -0.4739], [-3.0587, 2.3459, 0.0439], [-3.0885, -0.9494, 0.6186], [-2.7591, -2.1494, 1.2467], [-3.7437, -2.9598, 1.7805], [-5.0739, -2.5740, 1.6958], [-5.4091, -1.3808, 1.0775], [-4.4230, -0.5703, 0.5368], [1.2268, 2.1231, 2.3228], [1.0982, 1.4365, 3.5275], [1.5278, 2.0129, 4.7097], [2.0852, 3.2834, 4.6969], [2.2072, 3.9733, 3.5017], [1.7809, 3.3970, 2.3157], [0.5809, 2.4033, -0.4799], [1.0784, 2.0872, -1.7398], [1.0051, 3.0146, -2.7651], [0.4354, 4.2568, -2.5347], [-0.1116, 4.5513, -1.2948], [-0.0484, 3.6253, -0.2703], [4.9299, -0.7623, 2.6615], [3.2649, -1.3374, 2.5714], [3.6210, 0.2440, 3.2570], [5.4767, 2.0443, 0.8478], [4.0200, 2.6791, 1.5912], [4.1605, 2.6261, -0.1628], [5.5930, -0.8208, -0.3485], [4.5519, -0.0905, -1.5536], [4.0901, -1.6146, -0.8033], [0.3261, -1.7867, -3.8653], [-0.7517, -0.4989, -4.3882], [-1.0668, -2.1532, -4.8711], [-0.6721, -3.9411, -1.7003], [-1.9893, -4.2957, -2.8106], [-2.3504, -3.8657, -1.1461], [-3.7160, -0.2921, -2.9599], [-4.1944, -1.6180, -1.9161], [-3.9799, -1.8907, -3.6360], [-1.6816, 1.0812, -2.7692], [-2.6575, 3.1563, -3.7014], [-3.9441, 4.6774, -2.2348], [-4.1281, 4.1885, 0.1841], [-3.1201, 2.1197, 1.1018], [-1.7094, -2.4369, 1.3362], [-3.4758, -3.8878, 2.2674], [-5.8496, -3.1988, 2.1163], [-6.4447, -1.0731, 1.0131], [-4.6912, 0.3596, 0.0543], [0.6516, 0.4470, 3.5144], [1.4410, 1.4676, 5.6409], [2.4250, 3.7375, 5.6176], [2.6553, 4.9568, 3.4818], [1.8871, 3.9322, 1.3832], [1.5289, 1.1119, -1.8950], [1.3974, 2.7719, -3.7446], [0.4218, 5.0033, -3.3167], [-0.5899, 5.5044, -1.1203], [-0.4805, 3.8363, 0.6982], [0.6248, -3.4693, 1.8441], [1.4001, -4.0602, 1.0740], [1.9677, -5.4537, 1.2217], [3.0203, -5.5024, 0.1141], [2.7515, -4.2404, -0.7057], [3.2799, -3.9264, -1.7437], [1.8116, -3.4717, -0.0574], [1.1544, -6.1620, 1.0454], [2.3577, -5.6186, 2.2239], [2.9554, -6.3845, -0.5222], [4.0372, -5.4371, 0.5063]],
  "atomic_forces_ev_per_a": [[-0.444, 0.287, 0.679], [0.077, 0.230, -0.650], [0.432, -0.349, 0.066], [-0.403, -0.544, 0.004], [-0.270, 0.289, 0.630], [0.770, 0.572, -0.078], [-0.793, -0.061, 0.880], [0.137, 0.650, -2.043], [-0.209, 0.460, 1.392], [-0.622, -0.112, -0.229], [0.235, -0.457, -0.360], [-0.510, -0.212, 0.484], [-0.017, 0.602, -0.280], [0.621, -0.048, 0.164], [0.207, -0.023, 0.103], [-0.103, -0.060, 0.182], [-0.028, 0.028, -0.143], [-0.045, 0.038, -0.036], [-0.112, 0.068, 0.133], [0.021, -0.073, -0.023], [0.078, -0.093, -0.162], [0.071, 0.057, -0.051], [0.065, -0.100, 0.037], [-0.076, 0.020, -0.003], [-0.133, 0.016, 0.030], [0.203, 0.030, -0.002], [0.013, -0.171, -0.022], [-0.041, -0.035, 0.055], [0.039, -0.069, 0.078], [0.013, 0.049, 0.024], [0.052, 0.101, -0.015], [-0.094, -0.097, -0.020], [0.013, -0.206, 0.140], [0.087, -0.063, 0.107], [0.033, 0.038, -0.158], [0.036, 0.035, -0.019], [-0.055, 0.109, 0.083], [0.036, -0.121, -0.037], [0.198, -0.052, 0.003], [-0.006, -0.048, -0.003], [-0.084, 0.088, 0.050], [0.191, -0.101, -0.017], [0.015, 0.045, 0.099], [-0.049, 0.067, -0.160], [0.186, -0.051, 0.038], [-0.072, 0.095, -0.119], [-0.031, -0.094, -0.029], [0.109, -0.039, 0.073], [-0.022, 0.178, 0.025], [-0.055, -0.134, -0.183], [0.089, -0.035, -0.015], [-0.018, -0.144, -0.132], [-0.065, 0.056, 0.113], [-0.028, 0.144, -0.051], [-0.060, -0.074, 0.116], [0.005, -0.158, -0.203], [0.063, 0.008, -0.113], [-0.025, 0.035, -0.057], [0.045, 0.056, -0.009], [-0.049, 0.033, -0.018], [-0.032, 0.053, 0.042], [-0.302, -0.068, 0.117], [0.015, -0.026, 0.019], [-0.019, -0.044, 0.017], [-0.026, -0.021, 0.009], [-0.051, -0.017, -0.053], [-0.007, 0.093, 0.064], [-0.032, 0.009, 0.002], [0.012, 0.009, 0.043], [-0.013, 0.079, 0.044], [0.077, 0.058, -0.019], [0.023, 0.162, -0.053], [0.038, 0.002, 0.003], [-0.068, -0.006, -0.086], [-0.016, 0.085, -0.028], [-0.034, 0.110, 0.034], [-0.157, 0.237, -0.158], [0.020, -0.320, 0.173], [0.052, -0.035, 0.035], [-0.006, -0.060, -0.046], [0.206, -0.239, -0.177], [0.060, -0.149, -0.013], [0.655, -0.612, -0.421], [0.027, 0.015, 0.105], [-0.079, 0.007, 0.033], [0.064, 0.065, 0.018], [-0.031, -0.047, -0.051]],
  "mulliken_charge": [0.152, -1.057, 0.195, -1.215, -1.010, 0.538, 3.045, -1.770, 1.027, 0.679, 0.040, -1.130, -1.170, -0.958, 0.764, -0.657, -0.828, -0.772, -0.824, -0.840, 0.389, -1.032, -0.727, -0.579, -0.631, -0.296, 0.457, -0.893, -0.674, -0.597, -0.549, -0.471, 0.498, -0.776, -0.829, -0.732, -1.073, -0.014, 0.459, 0.230, 0.269, 0.450, 0.330, 0.303, 0.349, 0.278, 0.207, 0.333, 0.319, 0.384, 0.232, 0.423, 0.290, 0.289, 0.283, 0.495, 0.493, 0.452, 0.419, 0.435, 0.509, 0.577, 0.454, 0.391, 0.430, 0.366, 0.289, 0.414, 0.397, 0.427, 0.508, 0.252, 0.470, 0.426, 0.494, 0.673, -0.683, 0.395, -0.643, -0.480, 0.164, -0.666, 0.254, 0.249, 0.351, 0.331, 0.249]
}